No. 1
20
Properties=species:S:1:pos:R:3:forces:R:3:mulliken_charge:R:1 method="wB97M-V/def2-TZVPD" homo_lumo_gap_ev=10.789 largest_force_ev_per_a=7.0 multiplicity=1 total_charge=+1
C -2.193327 -0.421751 -0.236789 1.408 -1.140 0.501 0.417
C -2.316960 1.067146 0.033705 -0.673 0.209 1.650 -0.588
C 0.662430 0.983309 1.101646 2.009 -2.269 -6.285 -0.473
C -0.908657 1.246694 -0.528805 -2.062 1.397 -3.520 -0.004
C 0.293552 -0.647274 0.010419 1.035 -0.073 2.500 0.184
N -0.767477 -0.231708 -0.730515 -0.889 1.558 -0.069 -0.106
N 0.120301 -1.886056 0.601078 0.439 0.387 -0.498 -0.423
N 1.635712 -0.785909 -1.041552 1.815 -1.049 2.359 -0.447
O -2.703261 -1.477290 -0.041793 -0.122 1.268 -0.364 -0.475
O 0.144177 1.854864 0.102140 0.418 -1.163 1.947 -0.365
H -3.173027 1.668148 -0.270037 0.167 -0.213 -0.956 0.360
H -2.405512 1.269491 1.114082 0.474 -0.594 0.058 0.242
H 0.179213 0.810857 1.972986 -1.789 -0.141 2.641 0.384
H 1.758899 1.062245 1.123688 -0.609 0.307 0.412 0.372
H -1.048783 1.738597 -1.525442 0.661 -0.137 0.808 0.406
H -0.493293 -2.531481 0.102493 0.163 0.190 0.770 0.251
H 0.378057 -2.029786 1.561142 -0.106 -0.227 -0.114 0.198
H 1.932356 0.121209 -1.379169 0.450 0.268 0.119 0.348
H 1.462745 -1.346778 -1.846901 -0.840 -0.587 -0.902 0.323
H 2.438821 -1.362088 -0.534046 -1.949 2.010 -1.058 0.397

=====

No. 2
21
Properties=species:S:1:pos:R:3:forces:R:3:mulliken_charge:R:1 method="wB97M-V/def2-TZVPD" homo_lumo_gap_ev="7.314 / 7.313" smiles="[H]/N=C/C(=[NH2+])[N+](C)=C=[S@@](C)(=O)[O-]" largest_force_ev_per_a=6.4 multiplicity=1 total_charge=+1
C 0.801390 1.848996 -1.067503 -1.018 -1.385 1.194 -0.332
C 0.974420 0.460185 -1.368038 0.563 1.747 -0.767 0.529
C -0.761367 0.096629 -0.050362 -4.256 2.872 3.844 -0.220
C 0.453204 -1.869646 -0.887954 -0.720 0.408 -2.558 -1.139
C -1.934474 0.342826 2.703172 0.958 -0.802 -0.371 -0.899
N 0.153401 -0.371805 -0.795305 2.938 -2.582 -1.462 0.261
N 0.037098 2.145251 -0.107767 -1.478 -1.426 1.428 -0.324
N 1.852329 0.140878 -2.292276 0.739 1.077 0.153 -0.394
O -1.608006 -1.901316 1.218445 0.134 0.650 1.289 -0.649
O 0.499082 -0.825137 2.018791 0.069 0.196 1.493 -0.561
S -0.879823 -0.715959 1.662843 -1.077 -0.132 -3.991 1.142
H 1.199449 2.521240 -1.710872 1.224 2.173 -2.033 0.518
H 1.525475 -2.084306 -0.840920 -0.355 0.264 0.894 0.418
H -0.272468 -2.219990 -0.198160 0.278 -1.399 0.720 0.489
H 0.136197 -2.247806 -1.920534 0.155 0.848 1.259 0.403
H -2.923874 -0.069250 2.799102 -0.129 -0.685 -0.030 0.358
H -1.336417 0.233129 3.591787 -0.224 0.591 0.847 0.381
H -2.070089 1.353959 2.344086 0.702 0.190 -0.210 0.308
H -0.388019 3.088284 0.006893 0.630 -0.807 -0.341 0.278
H 1.949777 -0.718777 -2.714831 0.127 -2.042 -0.910 0.215
H 2.592715 0.792613 -2.390597 0.739 0.245 -0.447 0.217

=====

No. 3
19
Properties=species:S:1:pos:R:3:forces:R:3:mulliken_charge:R:1 method="wB97M-V/def2-TZVPD" homo_lumo_gap_ev=10.156 smiles="CNC(=[NH2+])[n+]1ccc[nH]1" largest_force_ev_per_a=3.6 multiplicity=1 total_charge=+2
C -2.978137 -0.483486 0.253008 0.007 1.246 -0.309 -0.778
C -2.741891 0.887253 -0.165880 1.091 0.853 -0.053 0.021
C -1.678266 -0.995472 0.304391 -1.397 -0.874 0.519 -0.057
C 0.604853 -0.327243 -0.019092 0.580 -1.577 -1.132 0.916
C 2.858033 0.695988 0.165440 2.056 -0.164 -2.384 -0.917
N -1.390514 1.134721 -0.271053 1.446 -1.315 -0.120 -0.293
N -0.756301 -0.057998 0.026843 -1.124 -0.337 -0.046 0.167
N 1.400528 0.679199 0.184230 1.697 -2.029 -0.372 -0.288
N 0.943627 -1.580746 -0.362198 -0.929 0.765 -0.254 -0.356
H -4.001066 -0.985902 0.508480 2.289 1.082 -0.656 0.377
H -3.314280 1.816104 -0.385114 -0.255 -1.268 0.259 0.468
H -1.307687 -1.994729 0.549281 -0.567 0.410 0.169 0.507
H 3.440542 0.390055 1.064695 -1.104 -0.043 -0.308 0.325
H 3.228677 0.093874 -0.741206 -0.477 0.921 1.372 0.410
H 3.084768 1.763529 -0.037585 0.226 -0.751 0.091 0.324
H -0.667262 1.799185 -0.712164 -2.481 -0.412 0.637 0.333
H 1.140864 1.320298 0.837729 -1.794 2.458 2.012 0.292
H 0.249703 -2.198100 -0.809289 0.536 0.596 0.285 0.273
H 1.883816 -1.956539 -0.390510 0.199 0.438 0.291 0.275

=====

No. 4
21
Properties=species:S:1:pos:R:3:forces:R:3:mulliken_charge:R:1 method="wB97M-V/def2-TZVPD" homo_lumo_gap_ev=8.388 largest_force_ev_per_a=4.2 multiplicity=1
C 0.030754 0.889272 -2.567495 -0.816 -0.641 -1.637 -0.072
C -1.349934 1.679083 1.650891 -0.393 -1.681 -1.235 -0.109
C 0.362300 -2.111615 0.201252 0.616 -0.686 0.707 -1.165
C 1.102465 -1.150052 -0.806939 0.282 -2.594 1.231 -0.318
C 0.613275 0.135510 -0.378313 -0.964 4.122 0.152 0.452
N 1.450019 0.251225 1.767275 1.115 1.548 -0.168 -1.138
N 0.817333 0.674979 0.788501 0.440 -3.118 -0.136 0.736
N -0.140395 0.898988 -1.240025 0.209 -0.069 -0.008 0.017
N -1.785733 0.549973 1.234063 0.506 0.077 -0.506 -0.456
O 0.794356 0.198543 -3.180450 1.402 -0.522 -0.514 -0.541
O -0.322751 2.154594 1.053574 1.839 1.484 0.226 -0.656
H -0.687857 1.428333 -3.177094 -0.521 0.928 0.463 0.392
H -1.781998 2.226967 2.464039 -0.319 0.698 0.467 0.518
H 0.591175 -2.135448 1.295359 0.824 0.419 -0.945 0.266
H -0.646528 -1.764353 0.268707 -0.985 -0.098 -0.494 0.377
H 0.402828 -3.161144 -0.099101 -0.070 0.212 -0.255 0.348
H 0.764426 -1.440841 -1.826412 0.411 0.637 0.946 0.329
H 2.209271 -1.158638 -0.750526 -0.586 -0.272 -0.027 0.308
H 0.927059 -0.125426 2.553890 -0.901 -0.224 -0.277 0.263
H -0.697673 1.633224 -0.865522 -0.359 0.415 0.757 0.280
H -2.652394 0.326827 1.614327 -1.728 -0.637 1.251 0.169

=====

No. 5
22
Properties=species:S:1:pos:R:3:forces:R:3:mulliken_charge:R:1 method="wB97M-V/def2-TZVPD" homo_lumo_gap_ev="6.846 / 6.719" largest_force_ev_per_a=3.0 multiplicity=1 total_charge=-1
C 3.807648 0.296576 0.214435 -0.629 -1.355 -0.814 -0.097
C -0.156549 -3.315333 0.455012 1.293 -0.784 -0.863 -1.096
C -1.452900 2.877031 0.340673 2.548 -1.292 -0.992 -1.052
C -0.408170 -2.252311 -0.570141 0.625 -1.486 1.460 -0.119
C -0.428689 2.033456 1.069793 1.246 -1.324 1.185 0.116
N 3.184080 0.482825 -0.966953 -0.857 -0.446 2.529 -0.714
N 3.137371 -0.418008 1.145668 0.039 1.627 -1.606 -0.893
N 1.979598 -0.040939 -0.659790 -0.942 0.172 -1.385 -0.047
N 1.942979 -0.540151 0.528400 0.177 -0.502 0.493 0.379
O -0.681077 -1.080358 -0.107331 -1.386 2.512 0.754 -0.162
O -1.150746 0.902961 1.597574 0.019 -0.198 -0.489 -0.223
P -0.984877 -0.701443 1.464007 0.119 -0.571 0.649 -0.202
H 0.380880 -2.975873 1.375814 -0.251 0.297 -0.771 0.339
H -1.051417 -3.787062 0.785984 -1.241 -0.186 0.577 0.356
H 0.411691 -4.181685 0.053824 -0.050 0.631 -0.077 0.281
H -2.148970 2.212847 -0.167501 0.062 0.184 -0.099 0.261
H -1.918257 3.522178 1.004023 -1.095 1.379 1.009 0.307
H -0.767739 3.361118 -0.350946 -0.776 0.826 -0.556 0.347
H 4.817317 0.446923 0.180573 2.608 0.633 0.763 0.468
H -0.188728 -2.233915 -1.596116 0.529 -0.433 -1.054 0.485
H 0.081745 2.457119 1.965252 -0.817 0.506 -0.433 0.275
H 0.486436 1.731591 0.500233 -1.222 -0.190 -0.280 -0.006

=====

No. 6
20
Properties=species:S:1:pos:R:3:forces:R:3:mulliken_charge:R:1 method="wB97M-V/def2-TZVPD" homo_lumo_gap_ev="5.434 / 4.498" largest_force_ev_per_a=1.6 multiplicity=1 total_charge=+1
C 0.352121 2.226462 0.641490 -0.438 -1.542 -0.366 0.401
C -1.975362 1.514107 1.154101 0.932 -1.128 -0.712 0.274
C 1.259424 -1.881397 0.167098 -0.577 0.313 0.137 -0.907
C 0.008475 -1.410596 0.239513 0.737 -1.152 -0.073 0.488
C -0.932623 2.469985 1.185267 0.005 0.217 0.255 -0.138
N 1.271960 3.087403 0.666256 0.474 1.072 0.199 -0.552
N -3.112654 1.720496 1.655343 -0.803 0.710 0.526 -0.545
N 0.519373 0.918358 0.074306 0.212 0.467 0.191 -0.198
N -1.624259 0.276033 0.512098 -0.492 0.364 0.273 -0.576
N -0.352738 -0.081390 0.261434 -0.202 1.154 0.231 0.637
H 1.418907 -2.944566 0.132772 -0.076 -0.147 -0.004 0.272
H 2.146022 -1.272916 0.160731 0.153 0.182 -0.013 0.271
H -0.834228 -2.087787 0.267809 -0.068 0.088 -0.011 0.195
H -1.103135 3.401735 1.697080 -0.047 0.109 -0.044 0.463
H 0.790643 -0.535651 -2.917567 -0.224 -0.699 0.941 0.240
H 2.180476 2.884486 0.275556 0.134 -0.319 -0.198 0.238
H -3.831309 1.012098 1.625654 -0.003 -0.350 -0.192 0.242
H 1.447840 0.640676 -0.226277 -0.262 -0.116 -0.009 0.182
H -2.282496 -0.492313 0.606651 0.311 0.026 -0.059 0.216
H 0.656553 -1.004581 -2.307982 0.234 0.748 -1.074 -0.204